Entry 1:
The following is a quantum chemistry calculation of a structure of composition C24H17AlAsCl2S2, from OMol25.

Geometry (Å):
1 Al 0.4058 -0.5887 -2.3719
2 S 2.3963 -1.4651 -2.6145
3 C 3.0599 -1.3529 -0.9486
4 C 4.4477 -1.3277 -0.8563
5 C 5.0663 -1.2573 0.3807
6 C 4.3063 -1.2066 1.5411
7 C 2.9261 -1.2385 1.4540
8 C 2.2897 -1.3165 0.2168
9 As 0.3602 -1.2977 0.0966
10 C -0.2165 -1.8749 1.8630
11 C -0.0322 -3.2281 2.1351
12 C -0.3503 -3.7217 3.3888
13 C -0.8671 -2.8699 4.3565
14 C -1.0617 -1.5266 4.0724
15 C -0.7359 -1.0203 2.8213
16 C 0.0890 0.6455 0.0881
17 C 1.1427 1.5518 -0.0577
18 C 0.8885 2.9148 -0.0771
19 C -0.4073 3.3840 0.0757
20 C -1.4623 2.4911 0.2257
21 C -1.2196 1.1299 0.2102
22 H 5.0361 -1.3626 -1.7640
23 H 6.1466 -1.2386 0.4357
24 H 4.7854 -1.1419 2.5085
25 H 2.3292 -1.2103 2.3574
26 H 0.3695 -3.8826 1.3701
27 H -0.1945 -4.7691 3.6095
28 H -1.1166 -3.2571 5.3353
29 H -1.4628 -0.8655 4.8289
30 H -0.8720 0.0332 2.6124
31 H 2.1631 1.1933 -0.1330
32 H 1.7062 3.6122 -0.2004
33 H -0.5935 4.4500 0.0807
34 H -2.4727 2.8594 0.3464
35 H -2.0421 0.4301 0.3216
36 Cl -1.7525 -1.2870 -2.7980
37 C -2.4504 0.3099 -2.9813
38 C -3.7960 0.4630 -2.7094
39 C -4.3619 1.7148 -2.8677
40 C -3.5839 2.7844 -3.2796
41 C -2.2304 2.6145 -3.5208
42 Cl -1.2832 3.9640 -3.9976
43 C -1.6201 1.3591 -3.3725
44 S 0.1029 1.1651 -3.7008
45 H -4.3927 -0.3804 -2.3878
46 H -5.4174 1.8532 -2.6800
47 H -4.0217 3.7642 -3.4139

Computed properties:
- HOMO: -0.4214 Eh
- Orbital gap: 7.89 eV
- Total charge: +1
- LUMO: -3.578 eV
- M: 542.34 g/mol


Entry 2:
The following is a quantum chemistry calculation of a structure of composition C2H8NO4 in a non-equilibrium geometry, from OMol25.

Geometry (Å):
1 C -1.9375 1.4917 -0.6584
2 N -1.5323 0.3164 0.1511
3 C -0.0855 0.3976 0.3771
4 O 0.4215 -0.6904 0.8559
5 O 0.5204 1.4483 0.1383
6 H -1.7466 2.4322 -0.1425
7 H -2.9953 1.3350 -0.8779
8 H -1.3531 1.5552 -1.5793
9 H -1.1707 0.6777 1.1167
10 H 2.8586 0.4287 -0.1123
11 H 1.9315 -0.6413 0.3487
12 O 2.9309 -0.4934 0.2139
13 H 0.4594 -2.0018 0.3317
14 H 1.3018 -3.2413 -0.1899
15 O 0.3970 -3.0147 0.0270

Computed properties:
- HOMO: -0.2048 Eh
- Orbital gap: 9.47 eV
- Total charge: -1
- LUMO: 3.899 eV
- M: 110.09 g/mol


Entry 3:
The following is a quantum chemistry calculation of a cluster of 2 separate species, C4H11N3O2 in total in a non-equilibrium geometry, from OMol25.

Geometry (Å):
1 C -0.1755 0.0817 -2.6430
2 C -0.8390 1.2705 -0.5749
3 N -0.2808 0.2463 -1.1667
4 N -0.6041 1.4747 0.7861
5 N -1.6883 2.1080 -1.4352
6 H 0.1836 -0.4791 -0.7322
7 H -1.1698 0.1674 -3.1415
8 H 0.0806 -0.9622 -2.8603
9 H 0.6433 0.4514 1.4014
10 H -0.7429 2.5068 0.9562
11 H -1.2272 2.8532 -1.8629
12 H -2.5229 2.4976 -1.0062
13 H 0.4935 0.8379 -3.0334
14 C 1.4325 -2.2644 2.6639
15 C 0.6792 -1.4040 1.6157
16 O -0.4001 -1.5891 1.1159
17 O 1.3588 -0.2951 1.2037
18 H 1.2115 -3.3864 2.5245
19 H 1.0501 -2.0807 3.6814
20 H 2.5174 -2.0344 2.5074

Computed properties:
- HOMO: -0.3163 Eh
- Orbital gap: 9.39 eV
- LUMO: 0.778 eV
- SMILES: [H]/N=C(\N)NC.CC(=O)O
- M: 133.15 g/mol


Entry 4:
The following is a quantum chemistry calculation of a structure of composition C24H29F3IN8O3PPt, from OMol25.

Geometry (Å):
1 Pt 0.1819 -0.2499 -0.8872
2 N 1.2614 -3.8500 0.8888
3 C 1.6914 -2.6451 0.5203
4 N 0.6572 -2.0246 -0.0151
5 C -0.3796 -2.9023 0.0522
6 N -0.0415 -4.0343 0.6026
7 C -1.6547 -2.4715 -0.5039
8 C -2.8084 -3.2347 -0.5257
9 N -3.9319 -2.7786 -1.0695
10 C -3.9082 -1.5652 -1.5952
11 C -2.7618 -0.7739 -1.5810
12 N -1.6440 -1.2332 -1.0335
13 H 1.7862 -4.5905 1.3340
14 H 2.6923 -2.2606 0.6385
15 H -2.8137 -4.2282 -0.0931
16 H -4.8192 -1.1904 -2.0446
17 H -2.7511 0.2174 -2.0062
18 I -0.5080 2.0256 -1.9285
19 C -0.4389 1.1566 -3.8322
20 C -0.8839 1.8556 -4.9115
21 C -0.6969 1.3009 -6.1947
22 C -0.0531 0.1064 -6.3304
23 C 0.4175 -0.6162 -5.2053
24 C 1.1061 -1.8424 -5.3617
25 C 1.5655 -2.5174 -4.2721
26 C 1.3282 -2.0187 -2.9730
27 C 0.6481 -0.8532 -2.7759
28 C 0.2051 -0.0981 -3.9002
29 H -1.3577 2.8229 -4.8037
30 H -1.0490 1.8406 -7.0626
31 H 0.1129 -0.3127 -7.3145
32 H 1.2697 -2.2265 -6.3602
33 H 2.1079 -3.4456 -4.3888
34 H 1.7119 -2.5935 -2.1440
35 F 4.5167 0.8114 -0.1410
36 C 3.7377 1.8654 0.1019
37 F 4.1339 2.8817 -0.6529
38 F 3.8768 2.1997 1.3892
39 C 2.2366 1.5658 -0.1619
40 O 1.4077 2.4120 0.0634
41 O 2.0362 0.3614 -0.6228
42 C 2.2748 0.2878 2.5395
43 N 0.9521 0.2291 3.1737
44 C 0.8150 -0.7167 4.2825
45 P -0.3282 0.8673 2.3745
46 O -0.5226 0.2677 0.9898
47 N -1.7015 0.5774 3.2136
48 C -2.7148 -0.3928 2.8337
49 C -2.0402 1.3898 4.3815
50 N -0.0483 2.4677 2.2907
51 C -0.8806 3.2803 1.4135
52 C 0.9189 3.2315 3.0754
53 H 2.9293 -0.4397 3.0165
54 H 2.7434 1.2669 2.6287
55 H 2.2135 0.0403 1.4708
56 H 1.5987 -0.5294 5.0165
57 H 0.9002 -1.7535 3.9413
58 H -0.1446 -0.5938 4.7745
59 H -2.4069 -0.9194 1.9334
60 H -3.6687 0.1058 2.6406
61 H -2.8679 -1.1211 3.6350
62 H -1.2214 2.0612 4.6318
63 H -2.2323 0.7509 5.2466
64 H -2.9341 1.9875 4.1891
65 H -1.6005 2.6538 0.8843
66 H -0.2570 3.8117 0.6893
67 H -1.4420 4.0165 1.9945
68 H 1.3530 2.6145 3.8552
69 H 0.4165 4.0733 3.5568
70 H 1.7092 3.6196 2.4289

Computed properties:
- HOMO: -0.5065 Eh
- Orbital gap: 6.61 eV
- Total charge: +2
- LUMO: -7.170 eV
- M: 887.50 g/mol


Entry 5:
The following is a quantum chemistry calculation of a cluster of 2 separate species, C6H8FN in total in a non-equilibrium geometry, from OMol25.

Geometry (Å):
1 C -1.0028 0.7762 -0.8229
2 C -0.1558 -0.0972 0.0204
3 C 1.5785 2.4872 0.2015
4 C -1.3489 1.9272 -0.3852
5 C 0.6207 -1.0583 -0.4640
6 C 1.6134 -1.9229 0.2627
7 N 2.0419 1.7054 0.9126
8 F 0.5184 -1.4258 -1.7247
9 H -0.8727 0.5382 -1.8776
10 H -0.0372 0.2586 1.0153
11 H 1.3107 3.3056 -0.3925
12 H -1.0390 2.2755 0.6191
13 H -1.7526 2.6273 -1.1447
14 H 1.0732 -2.8837 0.5879
15 H 2.0598 -1.4376 1.1032
16 H 2.2349 -2.3894 -0.5011

Computed properties:
- HOMO (spin up / spin down): -0.1771 / -0.3852 Eh
- Orbital gap (spin up / spin down): 5.85 / 8.39 eV
- LUMO (spin up / spin down): 1.025 / -2.089 eV
- M: 113.13 g/mol
- Spin multiplicity: 3


Entry 6:
The following is a quantum chemistry calculation of the molecule C2H4N2O in a non-equilibrium geometry, from OMol25.

Geometry (Å):
1 C 1.3102 -0.3699 0.1545
2 C -1.2728 -0.2476 -0.1587
3 H 2.3471 -0.8628 -0.3834
4 H 1.0264 -0.8778 1.0831
5 H -0.8626 1.8260 0.0895
6 H -0.4722 -0.9370 -0.5174
7 N 0.8306 0.6020 -0.4414
8 N -0.4556 0.9995 0.2327
9 O -2.4511 -0.1324 -0.0590

Computed properties:
- HOMO: -0.3605 Eh
- Orbital gap: 10.67 eV
- LUMO: 0.858 eV
- SMILES: C=NNC=O
- M: 72.07 g/mol


Entry 7:
The following is a quantum chemistry calculation of a cluster of 2 separate species, C2H8OP2S in total in a non-equilibrium geometry, from OMol25.

Geometry (Å):
1 C -0.2623 -0.4774 1.9823
2 C -0.5172 0.6452 0.9732
3 O 2.2980 1.0495 -1.6239
4 P -0.0025 -0.6510 -1.7599
5 P 1.9182 -0.4423 -0.9903
6 S -2.0998 0.7657 0.1747
7 H -1.0124 -0.3928 2.8866
8 H 0.8202 -0.6128 2.2981
9 H -0.6224 -1.2950 1.4583
10 H -0.0665 1.5960 1.1093
11 H 1.5680 1.3309 -2.3108
12 H -0.3197 -1.6245 -0.8103
13 H 0.1911 -1.7311 -2.7098
14 H -1.8926 1.8396 -0.6776

Computed properties:
- HOMO (spin up / spin down): -0.2777 / -0.2799 Eh
- Orbital gap (spin up / spin down): 7.53 / 7.18 eV
- LUMO (spin up / spin down): -0.026 / -0.440 eV
- M: 142.10 g/mol


Entry 8:
The following is a quantum chemistry calculation of a structure of composition C4H11CrO3 in a non-equilibrium geometry, from OMol25.

Geometry (Å):
1 O 0.8140 -0.5819 1.0813
2 C 1.7815 -0.5584 0.0569
3 C 1.1616 0.0709 -1.1778
4 O 0.4848 1.2755 -0.7910
5 C -0.1523 1.9489 -1.8730
6 Cr -0.1531 1.1155 1.0807
7 H 2.0990 -1.5825 -0.2000
8 H 2.6976 -0.0146 0.3426
9 H 0.3994 -0.6092 -1.5918
10 H 1.9155 0.3100 -1.9410
11 H -0.6815 2.8220 -1.4802
12 H 0.6022 2.2534 -2.6106
13 H -0.8839 1.2914 -2.3627
14 O -1.5409 -0.1151 1.4327
15 H -0.6417 -1.1939 1.3216
16 C -2.9212 -0.0426 1.1417
17 H -3.2287 -0.8045 0.4098
18 H -3.4838 -0.1456 2.0831
19 H -3.1940 0.9438 0.7359

Computed properties:
- HOMO (spin up / spin down): -0.7217 / -0.7316 Eh
- Orbital gap (spin up / spin down): 7.83 / 9.69 eV
- Total charge: +2
- LUMO (spin up / spin down): -11.810 / -10.222 eV
- M: 159.13 g/mol
- Spin multiplicity: 4


Entry 9:
The following is a quantum chemistry calculation of a structure of composition C30H64BBrHgN5O4P2SbSi3Te in a non-equilibrium geometry, from OMol25.

Geometry (Å):
1 Hg -0.6313 1.2472 3.1709
2 O -1.4713 -0.9871 7.8415
3 C -0.5358 -1.0973 6.7825
4 C 0.5047 -2.0705 6.6410
5 C 1.1875 -1.9721 5.4142
6 N 0.8312 -1.1497 4.3951
7 C -0.0599 -0.1651 4.6186
8 Br -3.0415 2.3354 2.9025
9 C -0.8123 -0.1383 5.7702
10 H -1.1893 -1.6760 8.4780
11 H 0.7692 -2.7759 7.4270
12 H 1.9459 -2.7408 5.1520
13 H -1.5554 0.6236 5.8568
14 B 4.8771 0.6237 3.4293
15 N 4.3987 -0.7347 2.9070
16 C 4.5139 -2.0566 3.2569
17 C 3.6607 -2.8247 2.4147
18 C 3.0401 -1.8657 1.5954
19 N 3.4608 -0.5840 1.8858
20 N 3.9688 1.3480 4.4416
21 C 3.3530 0.8644 5.5945
22 C 3.0202 1.9338 6.4256
23 C 3.6178 3.0548 5.7284
24 N 4.1314 2.6888 4.5191
25 H 6.0161 0.4646 3.8300
26 H 5.1156 1.4322 2.5921
27 H 5.2677 -2.3627 3.9641
28 H 3.5547 -3.9017 2.3848
29 H 2.3048 -2.0413 0.7987
30 H 3.1828 -0.1778 5.7405
31 H 2.3919 1.9813 7.2750
32 H 3.8776 4.0603 6.1040
33 C -1.5900 -4.2077 3.3667
34 C -3.0125 -3.6722 3.3119
35 O -3.2612 -2.6220 2.3519
36 P -2.2242 -2.0617 1.2410
37 O -1.1009 -1.2653 1.8121
38 Te -1.8242 -4.0600 -0.0089
39 O -3.1610 -1.0445 0.4825
40 C -4.5621 -1.2676 0.1442
41 C -5.4457 -0.5306 1.1170
42 H -1.5069 -4.7227 4.3669
43 H -0.7907 -3.4345 3.2935
44 H -1.2962 -4.9088 2.5805
45 H -3.3670 -3.2200 4.2548
46 H -3.6525 -4.4668 2.9228
47 H -4.7743 -2.3243 0.1695
48 H -4.5195 -0.9459 -0.9117
49 H -5.3550 -1.0899 2.0899
50 H -6.4855 -0.5674 0.7280
51 H -5.1079 0.5113 1.1599
52 C -1.6130 6.0499 2.0737
53 C -0.9388 4.8462 2.6937
54 P -0.4742 3.3737 1.7035
55 C -1.4800 3.4629 0.1843
56 C -1.4746 2.2870 -0.7703
57 C 1.2659 3.7102 1.3236
58 C 2.1956 2.5504 0.8910
59 H -1.5586 6.9535 2.7372
60 H -2.7017 5.7878 2.0422
61 H -1.2444 6.3559 1.0851
62 H -1.6634 4.4388 3.4437
63 H -0.0299 5.0620 3.3635
64 H -1.1791 4.3981 -0.4124
65 H -2.5165 3.6363 0.5265
66 H -0.4361 2.0225 -1.0163
67 H -2.1008 2.5697 -1.6659
68 H -2.0496 1.4590 -0.3253
69 H 1.6239 4.1653 2.3189
70 H 1.2486 4.5517 0.5776
71 H 1.7011 1.6273 0.5433
72 H 2.9026 2.2460 1.6782
73 H 2.8012 2.9752 0.0959
74 C 1.3659 -2.8456 -2.3632
75 Si 1.7954 -1.6720 -3.8046
76 C 1.9098 -2.5314 -5.5299
77 C 3.3365 -0.7728 -3.1684
78 Sb -0.0690 0.0051 -4.0985
79 Si 0.1400 1.5872 -6.4201
80 C 0.6053 0.4796 -7.8650
81 C 1.6870 2.6527 -6.0997
82 C -1.4346 2.5213 -6.6541
83 Si -1.9021 -1.7261 -4.9144
84 C -1.5612 -3.3882 -4.1143
85 C -3.5338 -1.0888 -4.1018
86 C -2.1513 -1.8075 -6.8107
87 H 1.7061 -2.3605 -1.3972
88 H 1.9925 -3.7141 -2.6582
89 H 0.3557 -3.2164 -2.2069
90 H 1.5640 -3.5540 -5.5181
91 H 3.0057 -2.4491 -5.7974
92 H 1.2057 -1.9478 -6.1477
93 H 4.2255 -1.3041 -3.4461
94 H 3.2491 -0.6780 -2.0952
95 H 3.4410 0.1914 -3.5868
96 H -0.0274 -0.4069 -8.0018
97 H 1.6138 0.0437 -7.7918
98 H 0.6180 1.0909 -8.7441
99 H 1.9707 3.1712 -7.0104
100 H 2.4474 1.9259 -5.9072
101 H 1.6241 3.3265 -5.2698
102 H -1.6235 2.7412 -7.7130
103 H -1.3232 3.5070 -6.1520
104 H -2.3172 2.0253 -6.3065
105 H -1.3784 -3.2721 -3.0504
106 H -0.7020 -3.9141 -4.5769
107 H -2.4053 -4.1014 -4.2280
108 H -3.4450 -1.0469 -3.0476
109 H -4.3460 -1.7950 -4.3170
110 H -3.8963 -0.0928 -4.3901
111 H -1.2017 -2.0554 -7.3267
112 H -2.6372 -0.8760 -7.2073
113 H -2.8400 -2.6172 -7.0635

Computed properties:
- HOMO (spin up / spin down): -0.1720 / -0.1720 Eh
- Orbital gap (spin up / spin down): 6.26 / 3.74 eV
- Total charge: -1
- LUMO (spin up / spin down): 1.581 / -0.937 eV
- M: 1245.74 g/mol
- Spin multiplicity: 2


Entry 10:
The following is a quantum chemistry calculation of the molecule C6H9N, from OMol25.

Geometry (Å):
1 C 2.6762 0.4569 2.0904
2 C 1.6539 -0.0646 1.1820
3 C 0.8083 -0.4713 0.4258
4 C -0.2563 -0.9095 -0.4827
5 C -1.4382 0.0534 -0.4218
6 C -1.5555 1.3142 -1.1957
7 N -2.3062 -0.0092 -1.6165
8 H 2.3568 0.3622 3.1331
9 H 2.8636 1.5165 1.8888
10 H 3.6218 -0.0827 1.9750
11 H -0.5628 -1.9354 -0.2318
12 H 0.1350 -0.9265 -1.5111
13 H -1.9914 -0.0290 0.5183
14 H -0.7029 1.3544 -1.8946
15 H -1.9916 -0.6256 -2.3595
16 H -3.3107 -0.0037 -1.4996

Computed properties:
- HOMO: -0.2712 Eh
- Orbital gap: 8.14 eV
- LUMO: 0.760 eV
- M: 95.14 g/mol


Entry 11:
The following is a quantum chemistry calculation of the molecule C5H7N in a non-equilibrium geometry, from OMol25.

Geometry (Å):
1 C -0.2033 1.8643 -0.4124
2 C 0.7591 0.7561 -0.3029
3 C -0.2930 -1.2322 0.5362
4 C 0.1708 -0.5357 -0.7695
5 C 0.7669 -1.3749 1.5426
6 N 1.5711 -1.5185 2.3623
7 H -1.2764 1.6349 -0.5449
8 H -0.0526 2.6509 0.3324
9 H 0.1569 2.3046 -1.3648
10 H -1.1235 -0.6810 0.9941
11 H -0.6671 -2.2320 0.2913
12 H -0.7252 -0.4606 -1.4089
13 H 0.9164 -1.1758 -1.2555

Computed properties:
- HOMO: -0.3182 Eh
- Orbital gap: 8.43 eV
- LUMO: -0.227 eV
- M: 81.12 g/mol


Entry 12:
The following is a quantum chemistry calculation of the molecule C6H7N5O in a non-equilibrium geometry, from OMol25.

Geometry (Å):
1 C -4.1920 -0.6902 -0.2263
2 C -2.7570 -0.6455 0.3559
3 C -0.8034 0.5452 0.0631
4 C -0.1245 1.8724 -0.0731
5 C 1.2417 1.8006 -0.0937
6 C 1.8810 0.5636 0.0219
7 H -4.7739 0.1100 0.1788
8 H -4.1080 -0.3831 -1.2876
9 H -4.6824 -1.6714 -0.0819
10 H -2.5935 -0.8361 1.3694
11 H -2.2043 -1.4135 -0.2581
12 H -0.8204 2.7187 -0.2175
13 H 1.9122 2.5847 0.0433
14 N 3.0875 0.1292 0.1611
15 N 3.1218 -1.1996 -0.0405
16 N 1.9642 -1.6368 -0.2139
17 N 1.0735 -0.5713 -0.0656
18 N -0.2608 -0.6047 0.1475
19 O -2.1384 0.6746 0.0057

Computed properties:
- HOMO: -0.3601 Eh
- Orbital gap: 9.42 eV
- LUMO: -0.384 eV
- SMILES: CCOc1ccc2nnnn2n1
- M: 165.16 g/mol